ORCA calculation (the ωB97M-V functional and the def2-TZVPD basis) on a molecular structure, C55H38LaN13O8S at a distorted geometry.

HOMO energy (alpha / beta): -1.7 / -1.6 eV
Electronic energy: -105104.232 eV
Total charge: -2
Maximum force: 0.03774 hartree/bohr

Geometry (Å):
1 H 5.0873 -4.9191 -0.2575
2 C 4.0517 -4.6156 -0.3482
3 C -3.2462 -5.5883 -1.9109
4 H 4.2998 -2.8944 0.8911
5 N -4.9326 -1.5491 0.0332
6 H 3.0008 -1.1987 1.5924
7 C 0.4640 -0.5684 -3.5435
8 C 0.1569 -3.1640 -0.6939
9 C 1.4270 -3.8476 -0.7088
10 H 2.8318 2.1074 3.5775
11 H -2.3408 1.2855 -3.4257
12 C -4.6631 -0.5477 0.8137
13 N 2.0084 -1.0821 1.4371
14 La -1.4649 0.0565 -0.4506
15 O -5.5121 1.9373 -2.2527
16 N 1.6252 0.2519 1.5903
17 C 1.8722 -5.0051 -1.3357
18 C 1.6404 3.8024 4.1990
19 H 8.3762 0.5538 -0.5168
20 C -0.3877 -0.1471 -5.7616
21 H -6.6118 -5.9762 -2.0791
22 C -5.7246 0.0835 1.6044
23 N 0.2642 -1.9827 0.0525
24 H -2.3196 -6.1117 -2.1024
25 C -5.0808 0.9610 2.4805
26 H 1.3850 5.0045 0.5414
27 C -1.0130 4.8768 0.8423
28 H 0.2345 5.3206 4.7391
29 C -2.3880 4.8184 1.0140
30 C 6.2075 -0.9411 -1.4319
31 N -0.9015 -3.7660 -1.1603
32 C 4.1132 -1.3314 -2.4965
33 H -6.5737 -3.6682 -1.1648
34 O 1.1266 5.9324 0.9188
35 C -5.6663 -5.4884 -1.8732
36 C -0.6397 0.0672 -2.8951
37 H 8.0135 -0.6377 0.7417
38 C -1.5199 0.6920 -3.8146
39 H -1.7515 4.0154 4.0047
40 O -2.5935 -2.1051 -3.5687
41 C -3.6507 0.8660 2.1568
42 C 0.6090 2.9622 -0.0733
43 N -1.7732 2.8480 0.2382
44 C -7.0978 -0.0675 1.6223
45 C 0.5380 -0.7361 -4.9329
46 N -4.7525 1.9536 -1.2969
47 N -2.7866 3.5988 0.6465
48 C 0.3602 4.3291 4.3259
49 H 6.4197 1.1354 2.5666
50 H -3.0665 5.5775 1.3568
51 O 0.5205 1.7715 -0.4588
52 C -1.3790 0.6316 -5.1939
53 H -7.7649 2.0683 4.1667
54 H 5.9105 -2.3725 -3.0103
55 H 5.8184 -0.4496 2.0690
56 H -7.5817 -0.7319 0.9206
57 C -1.4492 1.4046 2.7016
58 C -2.1617 -3.4010 -1.0293
59 C 0.7369 1.8350 3.2398
60 H -0.3060 -0.2526 -6.8366
61 H -4.5203 -7.2051 -2.4765
62 O -0.6421 7.0622 1.6212
63 C 1.7113 -0.8551 -2.8544
64 C 5.8286 0.6115 1.8137
65 O 1.6640 3.6303 0.0022
66 C 1.8431 2.5330 3.6720
67 C 5.4594 -1.6204 -2.3791
68 H 6.8553 2.5260 -0.8783
69 H 3.8025 1.0864 -0.1518
70 O -5.1021 2.4957 -0.2243
71 C -5.7949 1.6790 3.4197
72 C -2.7665 -1.2023 -2.8958
73 N 2.1754 -0.1803 -1.8723
74 C -0.1643 6.0418 1.1591
75 C -7.8180 0.6692 2.5511
76 H -3.7454 3.2171 0.5565
77 C 1.4932 -1.9639 0.5412
78 H 3.5723 -6.2680 -1.6225
79 C 6.3656 2.3232 0.0747
80 H 1.2036 -5.5671 -1.9729
81 C 4.2862 0.3195 -0.7385
82 N -3.4457 -0.0173 1.1642
83 H 1.3730 -1.2790 -5.3610
84 C 5.6387 0.0378 -0.6101
85 S 2.9383 -1.9537 -3.6013
86 C 3.5075 -0.3768 -1.6537
87 C 6.4379 0.8284 0.4196
88 C -0.5416 2.3664 3.3511
89 N -2.7690 1.5938 2.8067
90 C 0.6059 0.4757 2.5968
91 C -5.6560 -4.2018 -1.3719
92 C -0.6812 3.5944 0.3395
93 N -2.6738 -2.2480 -0.5037
94 H 4.8080 0.9888 1.8597
95 C 3.1882 -5.3757 -1.1445
96 H -5.2878 2.3397 4.1091
97 N -0.7904 0.3941 2.1705
98 H -8.8980 0.5926 2.5808
99 H 8.4496 1.0105 1.1871
100 C -3.2273 -4.2860 -1.4235
101 O -3.6191 1.4279 -1.3788
102 H -2.0717 1.1659 -5.8347
103 H 0.7582 -0.2997 3.3639
104 C -4.0222 -2.3500 -0.5362
105 C -4.4232 -3.6050 -1.1291
106 H 7.2565 -1.1829 -1.3472
107 C 7.9088 0.4090 0.4564
108 C 3.6092 -3.4771 0.2952
109 C -4.4739 -6.1823 -2.1207
110 C 2.2855 -3.0975 0.1145
111 C -7.1734 1.5208 3.4439
112 H 2.4920 4.4010 4.4934
113 C -0.7534 3.6114 3.9158
114 H 1.3585 0.6722 0.6915
115 H 5.3325 2.6543 0.0002
116 H 6.8540 2.9144 0.8514

***

ORCA calculation (the ωB97M-V functional and the def2-TZVPD basis) on a molecular structure, C12H20NO2S3 at a distorted geometry.

HOMO energy (alpha / beta): -8.0 / -8.0 eV
Electronic energy: -50854.002 eV
Maximum force: 0.09552 hartree/bohr
2S+1: 2

Geometry (Å):
1 O -2.1476 1.1721 1.6108
2 H -5.5631 -1.7081 0.4998
3 H -4.9215 1.0599 1.7111
4 H 3.7350 1.0397 -3.2911
5 H -2.5268 1.7190 -2.4571
6 H 4.1884 2.8192 -0.7431
7 H 2.5487 2.5359 -0.0349
8 H 2.0723 -3.7748 2.0457
9 N 4.7445 -0.2678 0.8478
10 H 0.5619 -4.3971 1.4215
11 H -1.7931 2.5650 -1.0361
12 H -6.6779 -0.7282 1.5293
13 C -1.9861 0.3907 -0.8984
14 C -2.5110 0.6843 0.5536
15 S 1.9297 -1.0305 1.6922
16 H -0.0781 -1.9731 0.8002
17 H -0.7519 1.6184 -2.0630
18 C 3.4657 0.8961 -1.1592
19 C -1.7676 1.6427 -1.6429
20 C 4.2498 0.6456 -2.4162
21 H 0.5563 -3.2990 2.7865
22 H 1.3442 -2.5461 -0.0792
23 S 1.7773 1.7824 1.4836
24 C 1.8158 0.2887 0.5873
25 C 1.0380 -3.5207 1.8404
26 O -3.6859 0.0071 0.4472
27 C 3.2134 2.3646 -0.9408
28 C -5.8815 -0.7040 0.7813
29 C 4.1669 0.2722 0.0051
30 S 1.8607 0.0238 -1.2073
31 C 0.9457 -2.3264 0.9087
32 C -4.6968 0.0234 1.4695
33 H 5.2033 1.1562 -2.2875
34 H -1.0952 -0.1596 -0.6218
35 H 4.4190 -0.4168 -2.5453
36 H -6.1861 -0.1296 -0.1023
37 H -4.2809 -0.5408 2.3065
38 H 2.7145 2.8154 -1.8021

***

ORCA calculation (the ωB97M-V functional and the def2-TZVPD basis) on a molecular structure, C37H60N6O7RbS2Si at a distorted geometry.

Relative energy (zero: lowest compared OMol25 entry of this formula, charge and spin): 68.10 kJ/mol
HOMO energy: -2.5 eV
Electronic energy: -92823.063 eV
Total charge: -1
Maximum force: 0.02420 hartree/bohr

Geometry (Å):
1 H 2.0019 1.6304 0.6247
2 H 2.3775 -5.9935 1.7992
3 H -0.4172 1.9934 -5.5050
4 H -4.4088 8.6007 -1.9819
5 C -3.0863 0.3462 2.7620
6 S 3.0977 2.4874 -2.7829
7 C -4.0172 5.1380 -0.3197
8 H -3.8133 1.1617 2.7328
9 C 2.1701 1.8982 -1.4020
10 C 1.8656 -1.8294 -3.1277
11 H -1.8483 2.6950 2.8617
12 C 0.5837 -4.7300 1.8694
13 C -2.6512 2.5455 -1.4078
14 C 1.7263 2.2554 -5.2861
15 H 3.4148 -1.3524 3.6689
16 Si 1.3505 -2.8872 1.8413
17 C 3.2864 -3.9413 -0.0368
18 H 2.6092 -4.8260 -4.4796
19 H -0.3004 -1.0171 3.4612
20 C -0.8603 3.9881 -0.4480
21 H 0.5150 0.5325 -5.7960
22 C -0.7044 -4.7205 2.7002
23 C 3.2362 -3.0775 1.2292
24 C 1.4831 -5.8558 2.4153
25 N 0.9948 1.4216 -1.7612
26 H 2.8727 -3.7568 4.5532
27 H 1.0167 -5.1197 -0.2586
28 H -3.8364 1.8316 0.0587
29 C 1.8777 -3.3585 4.7785
30 H -1.8421 -4.2164 -2.8922
31 C 2.0318 -4.0158 -4.0493
32 H -0.5071 -4.6161 3.7725
33 Rb -0.5802 -0.6675 0.0309
34 H -3.7824 6.1934 1.5154
35 H -1.6215 -1.5702 -1.9795
36 H 3.1027 -1.2967 -0.0225
37 C 0.5062 1.6145 -5.9458
38 C 2.3688 -1.0962 3.8643
39 H -1.1085 6.7624 -0.8599
40 H 4.7689 -1.7265 0.4624
41 H 5.2472 -3.7713 1.7612
42 H 3.9438 -4.6530 2.5882
43 H -1.3645 -3.8973 2.3913
44 H -4.6017 6.5436 -3.3407
45 O -1.8667 0.7260 2.1913
46 H 2.3184 -0.6939 4.8919
47 H 1.7497 3.3286 -5.4912
48 H 0.9443 -6.8254 2.4279
49 C -1.2360 1.7940 2.9010
50 C -4.3061 7.6294 -1.5137
51 C 0.1344 2.1025 2.3068
52 H 0.7910 5.2677 -0.1594
53 H 2.3037 -0.8796 -2.8167
54 H 0.2352 6.9081 -2.0073
55 C -3.9226 3.8251 0.3919
56 H -2.0237 -2.7825 -3.9012
57 C -4.2611 5.2297 -1.6831
58 H 1.9202 -2.9121 5.7919
59 C -4.0809 7.5354 -0.1464
60 C -3.9507 6.2907 0.4483
61 H 1.1821 -4.2028 4.8272
62 H -1.5164 4.4996 0.2506
63 O -3.3749 -1.0262 0.7924
64 N 0.7734 1.5189 -3.1270
65 C 0.1418 4.9861 -0.9905
66 O -1.9059 -2.4816 -1.8522
67 O 0.6471 3.1847 2.6401
68 H 1.8156 -5.6505 3.4380
69 H 0.5015 1.8232 -7.0186
70 H -1.1895 5.9432 -2.4241
71 O -4.3330 3.7050 1.5124
72 H -0.3043 -6.0952 0.4236
73 C 1.7360 2.0411 -3.7984
74 H 2.6447 1.8403 -5.7069
75 N -1.6383 3.3990 -1.5599
76 C 0.6746 -4.1675 -3.8206
77 H -4.6720 -2.3396 2.1124
78 H 4.3766 -3.0169 3.1068
79 H -1.0949 1.5202 3.9521
80 H 3.0641 -4.9933 0.1636
81 H -0.7197 -2.5980 4.1537
82 H 0.1652 -5.0966 -4.0636
83 C 4.2491 -3.6622 2.2314
84 H -1.0705 3.1236 -2.3535
85 C 1.4316 -2.3085 3.7427
86 C -4.4084 6.4764 -2.2774
87 H -0.5540 -4.3680 0.0442
88 H -2.9687 0.0328 3.8029
89 H 0.0762 -1.3775 5.1697
90 H -4.0108 8.4325 0.4558
91 H -0.3449 3.1991 0.0900
92 O -4.4105 -1.6124 2.6900
93 H -4.3687 4.3317 -2.2823
94 H -1.2533 -5.6687 2.5549
95 C -0.5154 6.2221 -1.6073
96 H 4.2998 -3.8989 -0.4785
97 H 3.6558 -0.9415 1.6110
98 H 3.7070 -2.6686 -3.8504
99 O 0.6091 1.2136 1.5293
100 C 0.0352 -1.8052 4.1502
101 S -2.9800 1.3383 -2.5026
102 C -1.5224 -3.1839 -3.0148
103 N 2.6502 1.9093 -0.1528
104 C 2.6439 -2.8219 -3.7034
105 N -3.4832 2.7051 -0.2992
106 C 0.1696 -5.0945 0.4343
107 H 0.7733 4.4893 -1.7353
108 C -0.0285 -3.1155 -3.2481
109 H 2.5771 -3.5782 -0.7910
110 H 2.0735 -0.2968 3.1741
111 N 0.5590 -1.9716 -2.8989
112 C -3.6184 -0.8145 1.9557
113 C 3.7162 -1.6785 0.8046
114 H 3.4907 2.4101 0.0519

***

ORCA calculation (the ωB97M-V functional and the def2-TZVPD basis) on a gas-phase ion, CH8N3 (charge +1) at a distorted geometry.

Relative energy (zero: lowest compared OMol25 entry of this formula, charge and spin): 311.70 kJ/mol
HOMO energy: -13.4 eV
Electronic energy: -5628.429 eV
Total charge: +1
Maximum force: 0.07701 hartree/bohr

Geometry (Å):
1 H 0.8260 -1.5544 0.7489
2 H 0.9455 1.6836 -0.1854
3 N 0.1846 1.0840 -0.2551
4 H -0.3614 -1.2046 -0.3593
5 H -0.9045 0.4317 -1.8675
6 H -0.8256 -1.8468 1.0831
7 H 0.6546 0.6899 1.6148
8 N 0.1184 0.3764 -1.5738
9 C -0.1098 0.2619 0.9289
10 H 0.6255 0.9126 -2.2777
11 H -1.0387 0.4241 1.4917
12 N -0.1146 -1.2583 0.6514

***

ORCA calculation (the ωB97M-V functional and the def2-TZVPD basis) on 2 unconnected molecules or ions with the total composition C4H13N2O2 at a distorted geometry.

Relative energy (zero: lowest compared OMol25 entry of this formula, charge and spin): 98.48 kJ/mol
HOMO energy: -14.6 eV
Electronic energy: -11428.453 eV
Total charge: +1
Maximum force: 0.03417 hartree/bohr

Geometry (Å):
1 H 0.4547 1.5102 -2.6468
2 H -0.9509 -0.0911 0.8506
3 H -0.9573 0.6005 -2.5672
4 H -2.5964 1.8392 0.2792
5 H 0.8418 1.1025 -0.4946
6 C -1.0615 0.3318 -0.1453
7 H 0.5364 -0.1571 -2.8665
8 H 0.3200 -1.0657 4.3811
9 H 1.5496 -1.9149 4.6187
10 H -0.9247 2.2663 0.7936
11 O 1.1113 -1.4011 3.9350
12 H -1.4534 2.3595 -0.8999
13 C 0.9759 -1.0688 -0.9622
14 H 1.0186 -1.1496 1.0516
15 H -1.8705 -0.2309 -0.6219
16 N 1.1584 -1.6827 0.2092
17 O 1.3510 -1.4845 -2.0441
18 C -1.5430 1.7994 0.0279
19 N 0.0393 0.6264 -2.3697
20 C 0.2603 0.3028 -0.8879
21 H 1.7402 -2.4921 0.3592

***

ORCA calculation (the ωB97M-V functional and the def2-TZVPD basis) on 2 unconnected molecules or ions with the total composition CH3Cl2OPS at a distorted geometry.

Relative energy (zero: lowest compared OMol25 entry of this formula, charge and spin): 294.50 kJ/mol
HOMO energy (alpha / beta): -8.7 / -8.7 eV
Electronic energy: -48301.600 eV
Maximum force: 0.04443 hartree/bohr

Geometry (Å):
1 O -1.1662 -0.9074 -1.4314
2 H 1.5255 -0.5666 1.5948
3 H -1.7677 -0.5698 -2.1009
4 S -1.8185 1.8120 -0.5546
5 Cl 2.1234 1.6005 0.8482
6 C 1.7065 -0.0153 0.6867
7 H 2.1235 -0.5354 -0.1651
8 P -0.9288 0.1071 -0.1957
9 Cl -1.7976 -0.9251 1.3180